{
  "formula": "C4H9NO",
  "method": "ωB97M-V/def2-TZVPD",
  "symbols": ["O", "N", "C", "C", "C", "C", "H", "H", "H", "H", "H", "H", "H", "H", "H"],
  "coordinates": [[1.7335, -0.8919, -0.7740], [1.2419, -1.2141, 0.4724], [-0.1565, -1.5552, 0.4849], [-0.8289, 1.9053, -0.0505], [-1.4785, 1.6975, 0.9183], [-0.0320, 2.1484, -1.2510], [1.3396, -0.3942, 0.9928], [1.6394, -2.0375, 1.0057], [-2.3639, 1.4081, 1.4337], [-0.8079, -0.7204, 0.6793], [-0.5128, 1.4137, -1.9212], [-0.4911, -1.8794, -0.4810], [0.9644, 1.8215, -1.1787], [-0.4580, -2.2718, 1.2655], [-0.1668, 3.1669, -1.5328]],
  "forces_ev_per_angstrom": [[0.04, -0.60, 0.26], [0.20, -1.72, -0.57], [-2.82, -0.30, 0.31], [1.82, 0.61, -1.02], [-1.81, -0.51, 1.01], [-2.08, -1.37, 0.32], [0.49, 1.44, 1.66], [0.76, 1.08, -0.94], [0.24, 0.11, 0.57], [0.26, 0.77, 0.06], [0.35, 0.72, -0.54], [0.39, -0.59, -0.52], [1.38, -0.15, 0.32], [0.62, -0.12, -0.29], [0.14, 0.62, -0.63]],
  "lumo_ev": 0.75,
  "e_tot_ha": -287.6106,
  "total_charge": 0,
  "homo_ev": -8.7000,
  "relative_energy_ev": 6.038,
  "gap_ev": 9.45
}



{
  "formula": "C58H59BrCrF5N3P3Si",
  "method": "ωB97M-V/def2-TZVPD",
  "symbols": ["Br", "Cr", "P", "P", "P", "Si", "F", "F", "F", "F", "F", "N", "N", "N", "C", "C", "C", "C", "C", "C", "C", "C", "C", "C", "C", "C", "C", "C", "C", "C", "C", "C", "C", "C", "C", "C", "C", "C", "C", "C", "C", "C", "C", "C", "C", "C", "C", "C", "C", "C", "C", "C", "C", "C", "C", "C", "C", "C", "C", "C", "C", "C", "C", "C", "C", "C", "C", "C", "C", "C", "C", "C", "H", "H", "H", "H", "H", "H", "H", "H", "H", "H", "H", "H", "H", "H", "H", "H", "H", "H", "H", "H", "H", "H", "H", "H", "H", "H", "H", "H", "H", "H", "H", "H", "H", "H", "H", "H", "H", "H", "H", "H", "H", "H", "H", "H", "H", "H", "H", "H", "H", "H", "H", "H", "H", "H", "H", "H", "H", "H", "H"],
  "coordinates": [[-2.9591, 0.1932, -0.2645], [-0.4340, -0.0217, 0.0984], [-0.0788, 2.4347, 0.7231], [-0.2987, 5.5380, 0.8132], [-0.3424, 0.2957, -2.4365], [-1.2101, -0.7252, 3.3511], [-3.9760, 0.3969, -6.1371], [1.5637, -0.2998, -0.0725], [-5.4624, 0.2184, -1.7038], [-1.4647, 0.4202, -5.3249], [-6.0078, 0.2989, -4.3417], [-0.7358, -4.4300, -0.1518], [-0.5249, -2.1215, 0.0752], [-0.0679, -0.2914, 2.0500], [0.4390, 8.1126, 0.1886], [1.7919, -3.0290, -3.5320], [3.4553, -1.0948, 1.1431], [1.2539, -0.7072, 2.2256], [1.0485, -0.6240, -4.7023], [0.4253, -5.4555, 1.8233], [2.6127, 2.4030, 0.4767], [2.3272, 3.1105, -3.6092], [-3.1500, 0.2620, -2.1551], [-1.5204, -5.6093, -0.5645], [0.2284, 6.7093, -1.7422], [3.9971, -1.5114, 2.3499], [1.0265, -2.1174, -2.8188], [-0.4406, 2.8585, -3.6313], [-3.7132, 3.6248, 1.9983], [4.2849, 2.0995, 2.1681], [0.5538, -4.7513, 0.4823], [-4.7591, 0.3026, -3.9336], [1.8559, -1.1321, 3.4250], [-2.6262, 3.2051, 1.2548], [-2.0744, 0.3004, -3.0447], [2.1732, -2.7468, -4.8333], [-1.1517, -2.5844, 3.5810], [3.5585, 5.6140, 2.2753], [1.8080, -1.5377, -5.4112], [3.1851, -1.5216, 3.4771], [-0.8556, 0.0567, 5.0190], [0.7989, 9.0305, -2.0041], [-2.4077, 0.3500, -4.3947], [-2.4190, 3.3849, 4.0035], [0.6218, -0.9182, -3.4027], [0.1623, 3.9690, -4.2037], [0.9692, 5.6331, 3.2654], [-0.0217, 4.0043, -0.2532], [-2.8289, -5.7596, 0.1944], [-4.4652, 0.2621, -2.5778], [1.1794, 5.5455, 1.8927], [-1.4232, 2.8525, 1.8747], [3.2861, 2.0206, 3.1247], [1.7308, 1.9860, -3.0630], [2.4860, 5.5489, 1.4040], [-1.1237, -3.1790, -0.4256], [1.5971, 2.3397, 1.4356], [2.1373, -0.7306, 1.1550], [0.5332, 7.7910, -2.5605], [-3.7204, 0.3486, -4.8458], [1.9509, 2.1289, 2.7634], [0.7500, 9.1883, -0.6239], [-2.2415, -2.9714, -1.4025], [1.5436, 4.0986, -4.1899], [3.9439, 2.2855, 0.8362], [0.1833, 6.8547, -0.3633], [-1.3264, 2.9686, 3.2532], [-2.9683, -0.2979, 2.8976], [0.3422, 1.8537, -3.0716], [2.0455, 5.7036, 4.1432], [-3.6139, 3.7055, 3.3819], [3.3384, 5.6903, 3.6477], [-0.4509, 4.7321, -4.6646], [-0.1267, -2.9571, 3.5612], [4.0302, -1.0475, 0.2281], [0.5619, 7.6644, -3.6356], [-0.1771, -6.3601, 1.7457], [4.5696, 5.6223, 1.8888], [2.0104, 4.9662, -4.6361], [-1.5199, 2.7762, -3.6498], [2.7702, -3.4548, -5.3923], [3.5957, -1.8362, 4.4273], [3.5411, 1.8688, 4.1652], [-4.6327, 3.9057, 1.5023], [-0.8320, 3.9972, -0.9872], [-2.0234, -2.0828, -1.9878], [-3.5563, -4.9972, -0.0820], [0.9512, 10.1548, -0.1815], [4.7142, 2.3456, 0.0778], [1.0390, 9.8727, -2.6388], [5.0326, -1.8139, 2.4055], [1.2042, 2.0153, 3.5337], [1.1496, -3.8451, 0.5843], [0.8075, 0.3225, -5.1619], [1.0905, -5.3907, -0.2235], [-4.4601, 4.0388, 3.9673], [3.4051, 3.2045, -3.6053], [1.4149, -5.7504, 2.1710], [2.6640, 5.5213, 0.3342], [-1.7794, -0.0213, 5.5991], [1.8719, 5.7894, 5.2082], [-0.0265, -4.8104, 2.5738], [-1.6816, -5.5947, -1.6428], [5.3238, 2.0165, 2.4589], [1.2775, -1.1407, 4.3348], [2.1242, -1.2993, -6.4177], [2.1020, -3.9536, -3.0627], [-0.0446, 5.6667, 3.6464], [4.1791, 5.7594, 4.3259], [-3.3821, -0.9760, 2.1497], [-0.8877, -6.4723, -0.3697], [0.9168, 4.0373, -0.8076], [-2.3547, -3.8049, -2.0871], [2.3517, 1.1921, -2.6620], [-0.3951, 2.7712, 3.7556], [0.1390, -2.3838, 0.7971], [-3.2713, -6.7307, -0.0248], [-3.1288, 0.7383, 2.6022], [-3.5649, -0.4608, 3.7991], [-3.1878, -2.8190, -0.8830], [-1.5781, -2.8667, 4.5460], [2.3668, 2.5465, -0.5663], [-2.3256, 3.4709, 5.0784], [-2.7040, 3.1965, 0.1742], [-1.7223, -3.0999, 2.8040], [0.0235, 5.7491, -2.1930], [0.7711, -2.3270, -1.7945], [-2.6579, -5.6987, 1.2695], [-0.0887, -0.4664, 5.5901], [-0.5866, 1.1090, 4.9874], [0.4020, 8.2494, 1.2638]],
  "forces_ev_per_angstrom": [[-0.06, 0.12, 0.12], [0.27, -0.46, 0.31], [0.02, 0.12, 0.18], [0.02, 0.01, -0.05], [0.06, 0.06, -0.27], [-0.03, -0.10, -0.02], [0.00, 0.00, 0.00], [-0.08, 0.10, -0.11], [0.00, 0.00, -0.01], [-0.01, 0.02, 0.01], [0.00, 0.00, 0.00], [0.02, 0.03, -0.08], [-0.15, 0.20, 0.05], [-0.05, 0.18, -0.09], [0.01, -0.01, 0.00], [0.01, -0.01, 0.01], [-0.03, -0.02, 0.02], [0.00, -0.08, 0.02], [0.02, -0.01, -0.02], [-0.01, 0.01, 0.01], [0.06, 0.02, 0.07], [0.03, 0.00, 0.02], [0.00, 0.04, -0.03], [-0.02, -0.01, 0.00], [-0.03, -0.03, -0.06], [-0.01, -0.01, 0.01], [-0.03, 0.00, -0.03], [-0.01, -0.02, 0.03], [-0.02, -0.04, 0.01], [-0.01, 0.03, -0.01], [-0.02, 0.00, 0.07], [0.01, -0.01, 0.00], [-0.01, -0.06, -0.02], [-0.02, -0.05, 0.01], [-0.04, -0.02, 0.02], [0.00, 0.00, 0.01], [0.02, 0.02, -0.02], [0.00, -0.01, 0.00], [0.00, 0.02, -0.01], [0.00, -0.02, -0.02], [0.04, -0.02, 0.00], [0.00, 0.00, 0.00], [-0.01, -0.03, 0.02], [0.01, 0.00, 0.01], [0.02, -0.02, 0.04], [0.03, 0.07, 0.03], [0.02, -0.02, 0.00], [0.01, -0.14, 0.00], [0.01, -0.01, 0.00], [0.03, 0.00, 0.01], [-0.04, -0.01, 0.02], [0.04, 0.03, 0.02], [0.02, 0.05, -0.01], [0.03, 0.01, 0.07], [0.00, 0.01, 0.02], [0.13, -0.09, -0.11], [-0.01, 0.16, -0.13], [0.05, -0.08, 0.02], [0.01, 0.01, 0.00], [-0.01, 0.00, 0.00], [-0.01, 0.04, 0.03], [0.00, 0.01, 0.00], [0.00, 0.00, 0.04], [-0.05, 0.02, 0.01], [-0.02, 0.00, 0.00], [0.03, 0.00, 0.07], [0.03, -0.02, 0.03], [0.04, 0.00, -0.05], [-0.08, 0.05, 0.03], [-0.01, 0.00, 0.01], [-0.01, 0.00, 0.00], [0.00, 0.01, -0.01], [0.00, 0.01, 0.00], [-0.01, -0.01, 0.04], [-0.01, 0.01, 0.00], [0.00, -0.01, -0.01], [0.02, -0.02, -0.01], [0.01, 0.00, 0.00], [0.00, 0.01, -0.01], [-0.02, 0.00, 0.00], [0.00, 0.00, 0.00], [0.00, 0.00, 0.01], [0.00, 0.00, 0.01], [0.01, 0.00, -0.01], [0.03, -0.08, 0.00], [0.00, 0.01, -0.01], [0.01, 0.02, 0.01], [0.00, 0.00, 0.00], [0.00, 0.00, 0.00], [0.00, 0.00, 0.00], [0.01, -0.01, 0.01], [0.05, -0.02, -0.04], [0.03, -0.04, -0.03], [0.00, -0.01, 0.00], [-0.01, 0.00, 0.00], [0.00, 0.00, 0.01], [0.00, 0.00, 0.00], [0.00, 0.01, 0.01], [-0.01, 0.01, 0.00], [0.00, 0.03, 0.01], [0.00, 0.00, 0.00], [-0.01, -0.03, -0.03], [0.00, 0.00, 0.00], [0.00, -0.01, 0.00], [0.02, -0.01, 0.00], [0.00, 0.00, 0.00], [0.00, 0.00, 0.00], [-0.03, -0.01, 0.01], [0.00, -0.01, 0.00], [-0.01, -0.01, -0.05], [0.02, 0.01, 0.00], [0.01, 0.03, -0.05], [-0.02, -0.01, 0.00], [0.00, 0.00, 0.01], [-0.06, 0.07, -0.01], [-0.05, 0.04, 0.01], [-0.01, 0.00, -0.01], [-0.03, 0.10, -0.05], [0.01, 0.02, 0.02], [0.00, 0.01, 0.01], [-0.03, 0.00, 0.00], [-0.01, 0.02, -0.09], [0.00, 0.00, 0.00], [-0.03, -0.04, -0.04], [0.01, 0.01, -0.02], [0.00, -0.05, -0.07], [-0.04, -0.03, 0.09], [0.00, -0.01, 0.00], [-0.03, -0.01, 0.02], [0.01, 0.02, 0.00], [0.01, 0.00, 0.00]],
  "lumo_ev": [-6.00, -5.53],
  "e_tot_ha": -7840.8075,
  "total_charge": 2,
  "homo_ev": [-12.0482, -12.0419],
  "gap_ev": [6.05, 6.51],
  "s_squared": 3.813,
  "spin_multiplicity": 4
}



{
  "formula": "C13H28Cl4",
  "method": "ωB97M-V/def2-TZVPD",
  "symbols": ["Cl", "Cl", "Cl", "Cl", "C", "C", "C", "C", "C", "C", "C", "C", "C", "C", "C", "C", "C", "H", "H", "H", "H", "H", "H", "H", "H", "H", "H", "H", "H", "H", "H", "H", "H", "H", "H", "H", "H", "H", "H", "H", "H", "H", "H", "H", "H"],
  "coordinates": [[-39.6567, 3.5165, -4.3694], [-38.5332, 6.2047, -3.8348], [-37.9311, 4.6620, -6.3227], [-36.6757, 3.8974, -3.9193], [-43.8389, 4.0216, -2.4403], [-34.3545, 2.6442, 2.8534], [-37.0006, 2.2273, -0.1321], [-35.6053, 2.2532, 1.9571], [-43.8120, 0.6173, -1.9417], [-38.0770, 3.2777, 0.1361], [-35.6678, 2.6557, 0.4593], [-42.6821, 2.9702, -2.2616], [-44.8365, -1.6863, -1.8987], [-44.1087, -0.6683, -2.6926], [-42.9778, 1.5306, -2.8302], [-38.2314, 4.6237, -4.5622], [-38.4578, 4.3604, -0.9069], [-36.8876, 2.0994, -1.2087], [-37.3177, 1.2636, 0.2663], [-43.2058, -1.1110, -3.1133], [-43.1964, 0.2619, -1.1154], [-42.3494, 2.8633, -1.2292], [-45.0447, -2.4710, -2.6260], [-43.4141, 1.6354, -3.8235], [-44.3967, 4.1698, -1.5156], [-37.6719, 5.0884, -1.1080], [-43.6570, 5.0340, -2.8010], [-34.8725, 2.0995, -0.0368], [-41.9879, 1.1117, -3.0113], [-39.3035, 4.9559, -0.5629], [-34.2967, 3.7324, 2.8327], [-38.9764, 2.7807, 0.4998], [-41.8147, 3.3984, -2.7639], [-45.7480, -1.3636, -1.3957], [-44.6220, 1.1868, -1.4861], [-44.7632, -0.5332, -3.5537], [-44.5132, 3.5569, -3.1597], [-35.6003, 1.1649, 1.8953], [-38.6758, 3.8561, -1.8483], [-35.4235, 3.7169, 0.4107], [-37.7952, 3.9515, 0.9453], [-33.3708, 2.4666, 2.4188], [-34.5055, 2.4866, 3.9213], [-36.5822, 2.5840, 2.3095], [-44.1633, -2.1739, -1.1936]],
  "forces_ev_per_angstrom": [[0.51, 0.37, 0.32], [0.04, -0.72, -0.45], [-0.41, 0.57, 0.36], [-1.33, 0.38, 0.15], [0.08, -1.31, 0.58], [-1.55, 2.09, -1.25], [0.00, 1.23, -0.57], [0.90, -0.75, -0.28], [0.73, 1.01, 2.34], [-0.70, 1.29, 0.61], [1.41, -0.70, 1.04], [-2.65, 0.76, 1.52], [0.42, -0.93, 1.87], [-0.29, -0.48, -2.85], [1.36, 0.99, -1.99], [1.12, -0.61, -0.57], [0.33, -1.06, -0.39], [-0.04, -0.09, -0.17], [0.15, -0.02, 0.12], [0.15, 0.09, 0.20], [-0.12, -0.02, 0.44], [-0.27, 0.11, 0.13], [-0.37, -0.10, -0.28], [0.02, 0.31, -0.14], [0.13, -0.13, 0.17], [0.29, -0.23, 0.10], [0.68, -0.14, -0.17], [0.23, 0.21, -0.22], [-0.12, -0.88, 0.05], [-0.20, -0.22, -0.02], [-0.29, 0.52, 0.00], [-0.27, 0.06, -0.18], [0.71, -0.46, -1.27], [0.08, 0.04, -0.19], [-0.27, -0.13, -0.26], [0.24, 1.04, -0.31], [-0.16, 0.21, -0.27], [-0.41, -0.21, 0.40], [-0.30, 0.28, -0.13], [-0.36, 0.18, -0.55], [0.34, -0.56, 0.70], [-0.16, -1.15, 0.26], [0.31, -0.86, -0.23], [0.26, -0.03, 0.96], [-0.21, 0.06, 0.39]],
  "lumo_ev": [-2.62, -10.33],
  "e_tot_ha": -2352.4254,
  "total_charge": 1,
  "homo_ev": [-12.6040, -12.5990],
  "gap_ev": [9.99, 2.27],
  "s_squared": 0.753,
  "spin_multiplicity": 2
}



| no. | strongest force on any atom (eV Å⁻¹) |
| --- | --- |
| 1 | 2.85 |
| 2 | 0.61 |
| 3 | 3.15 |